# 1
Molecular formula: C12H21FN2O5
Method: DFT, ωB97M-V with the def2-TZVPD basis set

The geometry in XYZ format:
```
41
C12H21FN2O5 (ωB97M-V with the def2-TZVPD basis set)
C -1.699 -1.607 -3.139
C -0.232 -1.312 -2.796
C -0.074 -0.095 -1.897
F 1.089 0.607 -2.288
C 0.065 -0.236 -0.380
C 0.009 1.206 0.242
C 1.273 1.824 0.850
C 0.944 3.154 1.529
C 0.325 3.015 2.913
O 1.102 2.234 3.808
C 1.400 -0.877 0.045
O 1.809 -1.968 -0.742
N 3.171 -1.793 -1.123
O 3.521 -2.671 -1.794
O 1.170 -1.325 1.386
C -0.164 -1.317 1.670
O -0.581 -1.479 2.769
C -0.937 -1.176 0.357
C -2.369 -0.701 0.545
N -0.935 -2.532 -0.224
H -2.387 -1.130 -2.436
H -1.908 -2.676 -3.124
H -1.959 -1.238 -4.130
H 0.242 -2.180 -2.353
H 0.320 -1.069 -3.706
H -0.899 0.599 -2.091
H -0.767 1.245 1.003
H -0.313 1.888 -0.548
H 2.006 2.002 0.060
H 1.725 1.149 1.581
H 0.240 3.712 0.903
H 1.845 3.772 1.607
H 0.168 4.015 3.335
H -0.651 2.529 2.856
H 2.036 2.388 3.633
H 2.223 -0.171 0.072
H -2.811 -1.243 1.381
H -2.468 0.360 0.751
H -2.949 -0.920 -0.354
H -0.746 -3.247 0.467
H -1.835 -2.736 -0.639
```

Output
Total energy   -1055.3395 hartree
Energy above the lowest of the compared OMol25 structures with the same formula, charge and spin   0.00 kcal/mol
Structure (SMILES)   CC[C@H](F)[C@]1(CCCCO)[C@H](ON=O)OC(=O)[C@]1(C)N
Total charge   0
HOMO level   -9.70 eV

***

# 2
Molecular formula: C3H9NS2
Method: DFT, ωB97M-V with the def2-TZVPD basis set

The geometry in XYZ format:
```
15
C3H9NS2 (ωB97M-V with the def2-TZVPD basis set)
C 0.837 -1.401 1.781
N 0.171 -0.856 0.612
C -0.110 0.622 0.658
C -0.204 1.140 -0.767
S -1.327 0.002 -1.707
S -1.531 1.023 -3.491
H 1.934 -1.232 1.833
H 0.885 -2.500 1.680
H 0.506 -1.042 2.752
H -0.789 -1.219 0.706
H -0.912 0.925 1.333
H 0.892 0.946 1.113
H 0.764 0.968 -1.268
H -0.373 2.211 -0.930
H -0.741 0.413 -4.306
```

Output
Total energy   -970.7907 hartree
Energy above the lowest of the compared OMol25 structures with the same formula, charge and spin   25.72 kcal/mol
Structure (SMILES)   CNCCSS
Total charge   0
HOMO level   -8.79 eV

***

Question: Which formula does entry 1 have?
Answer: C12H21FN2O5

***

What did the first record say?
Molecular formula: C12H21FN2O5
Method: DFT, ωB97M-V with the def2-TZVPD basis set

The geometry in XYZ format:
```
41
C12H21FN2O5 (ωB97M-V with the def2-TZVPD basis set)
C -1.699 -1.607 -3.139
C -0.232 -1.312 -2.796
C -0.074 -0.095 -1.897
F 1.089 0.607 -2.288
C 0.065 -0.236 -0.380
C 0.009 1.206 0.242
C 1.273 1.824 0.850
C 0.944 3.154 1.529
C 0.325 3.015 2.913
O 1.102 2.234 3.808
C 1.400 -0.877 0.045
O 1.809 -1.968 -0.742
N 3.171 -1.793 -1.123
O 3.521 -2.671 -1.794
O 1.170 -1.325 1.386
C -0.164 -1.317 1.670
O -0.581 -1.479 2.769
C -0.937 -1.176 0.357
C -2.369 -0.701 0.545
N -0.935 -2.532 -0.224
H -2.387 -1.130 -2.436
H -1.908 -2.676 -3.124
H -1.959 -1.238 -4.130
H 0.242 -2.180 -2.353
H 0.320 -1.069 -3.706
H -0.899 0.599 -2.091
H -0.767 1.245 1.003
H -0.313 1.888 -0.548
H 2.006 2.002 0.060
H 1.725 1.149 1.581
H 0.240 3.712 0.903
H 1.845 3.772 1.607
H 0.168 4.015 3.335
H -0.651 2.529 2.856
H 2.036 2.388 3.633
H 2.223 -0.171 0.072
H -2.811 -1.243 1.381
H -2.468 0.360 0.751
H -2.949 -0.920 -0.354
H -0.746 -3.247 0.467
H -1.835 -2.736 -0.639
```

Output
Total energy   -1055.3395 hartree
Energy above the lowest of the compared OMol25 structures with the same formula, charge and spin   0.00 kcal/mol
Structure (SMILES)   CC[C@H](F)[C@]1(CCCCO)[C@H](ON=O)OC(=O)[C@]1(C)N
Total charge   0
HOMO level   -9.70 eV

***

Question: What is the total charge in the second record?
Answer: 0